[1]
{
  "formula": "C4H7NO2P",
  "method": "the ωB97M-V functional and the def2-TZVPD basis",
  "species": ["C", "C", "C", "C", "N", "O", "O", "P", "H", "H", "H", "H", "H", "H", "H"],
  "xyz": [[-0.85822, -1.56818, 0.13350], [0.66520, 1.45868, -0.06745], [0.52931, -1.03934, 0.26780], [1.24544, 0.29572, 0.08387], [-2.03052, -1.09236, 0.06059], [-0.77392, 1.62667, 0.01913], [2.57876, 0.35485, 0.31005], [-2.57216, 0.43507, -0.00126], [-0.96061, -2.71038, 0.28899], [1.04446, 2.47008, -0.25590], [0.56799, -1.21824, 1.36229], [1.11165, -1.73292, -0.34824], [3.12834, -0.16596, -0.27468], [-2.91033, 0.31727, -1.45291], [-0.76536, 2.56903, -0.12578]],
  "forces_ev_per_angstrom": [[-1.8, -2.5, 0.2], [-1.5, 1.1, -0.4], [0.6, -0.1, 0.4], [-1.0, 0.3, -0.1], [1.3, 1.7, -0.2], [0.9, -0.8, -0.4], [0.1, -0.2, 0.3], [-0.9, -0.1, -1.0], [1.0, 1.6, -0.4], [0.8, -0.9, 0.3], [1.0, -0.6, -0.3], [0.3, -0.4, 0.8], [0.0, -0.4, -0.4], [0.6, 0.5, 1.1], [-1.4, 0.7, 0.0]],
  "lowdin_charge": [-0.187, -0.010, -0.057, -0.321, -0.251, -0.196, 0.085, 1.096, 0.166, 0.156, 0.163, 0.139, 0.128, -0.016, 0.105],
  "spin_multiplicity": 1,
  "largest_force_ev_per_a": 3.077,
  "charge": 1,
  "gap_ha": 0.3161,
  "total_energy_ev": -19124.8400
}

[2]
{
  "formula": "C4H7NO2S",
  "method": "the ωB97M-V functional and the def2-TZVPD basis",
  "species": ["C", "N", "C", "O", "O", "C", "C", "S", "H", "H", "H", "H", "H", "H", "H"],
  "xyz": [[0.44200, 0.03154, 0.09800], [0.67152, -1.29705, 0.63551], [2.01714, -1.83024, 0.67183], [2.94287, -0.98048, 0.63285], [2.09508, -3.08031, 0.83475], [-1.05354, 0.31528, -0.05702], [-1.29332, 1.72865, -0.62074], [-2.95551, 2.16261, -1.17069], [0.97797, 0.11252, -0.86036], [0.95420, 0.80645, 0.67930], [-0.01103, -2.01968, 0.60032], [-1.46588, -0.40688, -0.77075], [-1.66110, 0.20159, 0.84762], [-0.71880, 1.73781, -1.55610], [-0.94160, 2.51819, 0.03548]],
  "forces_ev_per_angstrom": [[-0.1, -0.5, 0.0], [1.8, 0.2, 0.4], [-0.5, 0.3, 0.8], [-0.2, -0.3, -0.3], [0.0, 0.2, -0.2], [-0.1, 0.6, -0.4], [0.3, -0.6, -1.1], [-0.9, 0.0, 0.1], [-0.4, 0.0, -0.2], [-0.2, -0.2, 0.5], [-0.6, -0.1, -0.3], [-0.1, 0.1, 0.0], [0.4, -0.1, 0.2], [0.4, 0.3, 0.3], [0.4, -0.1, 0.3]],
  "lowdin_charge": [-0.268, 0.001, -0.806, -0.112, -0.147, -0.306, -0.844, -0.026, 0.106, 0.103, 0.085, 0.086, 0.088, 0.018, 0.021],
  "spin_multiplicity": 1,
  "smiles": "O=C([O-])NCCC[S-]",
  "largest_force_ev_per_a": 1.859,
  "charge": -2,
  "gap_ha": 0.2149,
  "total_energy_ev": -20682.2118
}

[3]
{
  "formula": "C4H7NO2S",
  "method": "the ωB97M-V functional and the def2-TZVPD basis",
  "species": ["C", "C", "C", "C", "N", "O", "O", "S", "H", "H", "H", "H", "H", "H", "H"],
  "xyz": [[1.74289, -0.42781, 1.62455], [1.56583, 0.28146, 0.69016], [-1.13153, -2.06015, 1.86664], [1.73236, 1.20638, -0.37463], [-1.94164, -1.36789, 2.42368], [-0.50147, -2.94365, 1.44958], [-2.17042, 0.27576, -4.39779], [2.03611, -1.40331, 2.95644], [1.79021, 2.18934, -0.00854], [1.02409, 1.31875, -1.18489], [2.62641, 0.94582, -0.90987], [-1.99233, -0.58972, -4.07392], [-2.21560, -0.36610, 2.24376], [-3.13756, 0.39764, -4.16699], [1.52290, -2.49016, 2.34152]],
  "forces_ev_per_angstrom": [[0.0, -0.7, 1.0], [-0.4, 0.4, -0.5], [-0.7, -0.5, 0.1], [0.0, 0.1, -1.7], [-0.7, 2.5, -0.1], [0.6, 0.0, -0.3], [-2.1, 1.2, 0.1], [-0.1, -0.5, 0.2], [0.5, 1.4, 0.7], [-0.9, -0.7, 0.1], [0.8, 0.1, -0.1], [0.4, -1.1, 0.4], [0.8, -1.9, 0.3], [1.7, -0.1, -0.5], [0.2, 0.0, 0.4]],
  "lowdin_charge": [-0.566, -0.165, -0.456, -0.110, 0.181, 0.121, -0.072, 0.779, 0.066, 0.077, 0.080, 0.005, 0.120, 0.068, -0.127],
  "spin_multiplicity": 1,
  "smiles": "CC#CS.N=C=O.O",
  "largest_force_ev_per_a": 2.559,
  "gap_ha": 0.3334,
  "total_energy_ev": -20679.4633
}

ΔE to the lowest compared entry with this formula, charge and spin per entry: 26.98; 3.60; 75.48 kcal per mole